(1)
{"formula": "C34H32ClF3N5O3Pb", "method": "ωB97M-V with the def2-TZVPD basis set", "de_lowest_kj_mol": 0.55, "multiplicity": 1, "homo_lumo_gap_ev": 7.77, "charge": 1, "e_homo_ev": -10.29, "symbols": ["Pb", "C", "C", "C", "C", "C", "C", "C", "N", "N", "C", "C", "C", "C", "C", "C", "N", "C", "C", "C", "C", "C", "C", "N", "H", "H", "H", "H", "H", "H", "H", "H", "H", "H", "H", "H", "H", "H", "H", "H", "H", "H", "H", "H", "F", "C", "F", "F", "C", "C", "C", "N", "C", "C", "H", "H", "H", "H", "C", "C", "C", "C", "Cl", "C", "C", "C", "O", "C", "C", "O", "O", "H", "H", "H", "H", "H", "H", "H", "H"], "coordinates": [[0.24, 1.08, -0.69], [-2.73, 0.50, -2.42], [-3.03, -0.20, -1.08], [-3.10, 0.72, 0.11], [-4.18, 0.66, 0.99], [-4.23, 1.55, 2.06], [-3.23, 2.49, 2.21], [-2.19, 2.48, 1.30], [-2.12, 1.61, 0.28], [-1.32, 0.50, -2.83], [-0.90, -0.82, -3.32], [0.59, -0.91, -3.58], [1.08, -1.67, -4.64], [2.45, -1.77, -4.81], [3.29, -1.11, -3.93], [2.72, -0.36, -2.91], [1.40, -0.27, -2.74], [-1.09, 1.52, -3.86], [-0.96, 2.92, -3.30], [-1.35, 4.02, -4.04], [-1.12, 5.29, -3.53], [-0.49, 5.43, -2.31], [-0.13, 4.28, -1.63], [-0.37, 3.06, -2.11], [-3.06, 1.54, -2.35], [-3.33, 0.02, -3.21], [-2.29, -0.99, -0.89], [-3.99, -0.70, -1.17], [-4.96, -0.07, 0.84], [-5.06, 1.51, 2.76], [-3.25, 3.21, 3.01], [-1.36, 3.18, 1.38], [-1.45, -1.09, -4.23], [-1.16, -1.56, -2.56], [0.40, -2.16, -5.32], [2.86, -2.35, -5.62], [4.37, -1.16, -4.03], [3.34, 0.19, -2.21], [-1.87, 1.49, -4.62], [-0.15, 1.29, -4.36], [-1.83, 3.89, -5.00], [-1.42, 6.17, -4.10], [-0.28, 6.40, -1.89], [0.40, 4.32, -0.68], [1.11, -6.36, 1.33], [0.07, -5.68, 1.80], [0.02, -5.86, 3.13], [-1.05, -6.22, 1.28], [0.14, -4.21, 1.45], [1.08, -3.74, 0.56], [1.06, -2.39, 0.25], [0.17, -1.53, 0.75], [-0.72, -2.01, 1.62], [-0.78, -3.34, 2.00], [1.83, -4.39, 0.13], [1.79, -1.97, -0.43], [-1.41, -1.29, 2.05], [-1.51, -3.68, 2.73], [1.18, -0.22, 5.88], [1.88, -0.77, 4.66], [2.20, -2.11, 4.55], [2.85, -2.59, 3.42], [3.19, -4.30, 3.28], [3.21, -1.74, 2.40], [2.87, -0.40, 2.48], [2.19, 0.08, 3.59], [1.77, 1.38, 3.72], [1.25, 2.00, 2.58], [2.23, 2.48, 1.50], [3.39, 2.70, 1.76], [1.65, 2.62, 0.33], [1.11, -0.98, 6.65], [0.18, 0.12, 5.63], [1.72, 0.64, 6.27], [1.95, -2.79, 5.36], [3.78, -2.12, 1.56], [3.19, 0.28, 1.70], [0.72, 2.89, 2.94], [0.51, 1.33, 2.12]]}



(2)
{"formula": "C25H33BN2O6Pd", "method": "ωB97M-V with the def2-TZVPD basis set", "de_lowest_kj_mol": 58.56, "multiplicity": 1, "homo_lumo_gap_ev": 4.16, "charge": -2, "e_homo_ev": -0.22, "symbols": ["Pd", "C", "O", "C", "C", "C", "C", "C", "C", "O", "C", "O", "C", "H", "H", "H", "H", "H", "H", "H", "H", "H", "C", "N", "C", "C", "C", "N", "C", "C", "O", "H", "H", "H", "H", "H", "H", "H", "H", "H", "H", "H", "H", "C", "C", "C", "C", "C", "C", "C", "C", "O", "B", "O", "C", "C", "H", "H", "H", "H", "H", "H", "H", "H", "H", "H", "H", "H"], "coordinates": [[1.73, -0.33, -0.35], [0.70, 5.54, 4.46], [0.82, 4.20, 4.85], [1.37, 3.33, 3.91], [1.43, 1.99, 4.30], [1.98, 1.09, 3.40], [2.46, 1.42, 2.14], [3.06, 0.36, 1.30], [3.42, -0.96, 1.98], [3.63, 0.59, 0.19], [2.38, 2.81, 1.71], [2.77, 3.26, 0.60], [1.83, 3.73, 2.68], [0.23, 6.06, 5.30], [0.07, 5.65, 3.57], [1.67, 5.99, 4.25], [1.06, 1.68, 5.27], [2.02, 0.05, 3.71], [2.55, -1.47, 2.40], [4.14, -0.78, 2.79], [3.86, -1.61, 1.23], [1.78, 4.76, 2.35], [5.51, 1.44, -3.51], [4.17, 1.98, -3.41], [3.93, 2.82, -2.24], [2.60, 3.51, -2.39], [1.54, 2.44, -2.50], [1.89, 1.46, -3.54], [0.86, 0.51, -3.91], [3.16, 1.19, -3.94], [3.40, 0.31, -4.77], [6.23, 2.27, -3.53], [5.60, 0.86, -4.43], [5.75, 0.80, -2.66], [4.75, 3.55, -2.19], [3.93, 2.24, -1.31], [2.60, 4.14, -3.29], [2.40, 4.11, -1.50], [0.57, 2.87, -2.78], [1.42, 1.94, -1.54], [0.56, 0.63, -4.95], [0.01, 0.65, -3.25], [1.22, -0.51, -3.77], [-4.76, -5.08, 1.78], [-5.25, -4.27, 0.58], [-6.48, -3.46, 1.02], [-5.68, -5.27, -0.51], [-4.17, -3.33, 0.03], [-4.46, -2.53, -1.07], [-3.53, -1.64, -1.61], [-2.28, -1.58, -1.03], [-1.21, -0.83, -1.36], [-0.12, -1.14, -0.43], [-0.71, -2.16, 0.45], [-1.97, -2.38, 0.07], [-2.90, -3.26, 0.61], [-5.57, -5.74, 2.13], [-4.47, -4.43, 2.61], [-3.91, -5.71, 1.52], [-7.26, -4.12, 1.42], [-6.90, -2.89, 0.19], [-6.20, -2.75, 1.81], [-6.45, -5.94, -0.14], [-4.83, -5.86, -0.84], [-6.08, -4.75, -1.38], [-5.45, -2.58, -1.52], [-3.77, -1.02, -2.47], [-2.61, -3.85, 1.47]]}



(3)
{"formula": "C19H13ClIN3O3PdS2", "method": "ωB97M-V with the def2-TZVPD basis set", "de_lowest_kj_mol": 0.00, "multiplicity": 3, "homo_lumo_gap_ev": [6.12, 5.72], "e_homo_ev": [-5.97, -8.09], "symbols": ["Pd", "Cl", "C", "C", "C", "I", "C", "O", "C", "N", "C", "C", "C", "C", "H", "H", "H", "H", "O", "C", "C", "C", "C", "C", "C", "C", "O", "N", "N", "C", "S", "C", "C", "S", "H", "H", "H", "H", "H", "H", "H", "H", "H"], "coordinates": [[0.53, 0.36, -0.03], [4.10, 6.09, -0.05], [3.60, 4.45, -0.05], [4.61, 3.46, -0.06], [4.27, 2.15, -0.07], [5.71, 0.66, -0.08], [2.86, 1.77, -0.06], [2.50, 0.54, -0.06], [1.87, 2.78, -0.05], [0.58, 2.34, -0.04], [-0.43, 3.27, -0.04], [-0.17, 4.60, -0.03], [1.17, 5.09, -0.04], [2.20, 4.16, -0.04], [5.65, 3.76, -0.07], [-1.44, 2.89, -0.04], [-1.00, 5.30, -0.03], [1.38, 6.14, -0.03], [-3.87, 1.01, 0.14], [-4.20, -0.30, 0.05], [-5.56, -0.61, 0.06], [-5.98, -1.92, -0.02], [-5.04, -2.96, -0.11], [-3.70, -2.65, -0.12], [-3.25, -1.33, -0.03], [-1.80, -1.05, -0.04], [-1.42, 0.21, -0.01], [-0.98, -2.04, -0.06], [0.37, -1.64, -0.04], [1.18, -2.62, -0.03], [2.91, -2.43, 0.01], [3.20, -4.14, 0.53], [2.20, -5.02, -0.18], [0.56, -4.26, -0.02], [-2.90, 1.05, 0.11], [-6.27, 0.20, 0.13], [-7.04, -2.15, -0.02], [-5.37, -3.99, -0.18], [-2.95, -3.43, -0.19], [3.09, -4.21, 1.61], [4.23, -4.39, 0.26], [2.14, -6.01, 0.26], [2.44, -5.11, -1.24]]}



(4)
{"formula": "C17H49AgN5O6", "method": "ωB97M-V with the def2-TZVPD basis set", "multiplicity": 1, "homo_lumo_gap_ev": 8.76, "charge": 1, "e_homo_ev": -11.05, "symbols": ["Ag", "C", "C", "C", "O", "C", "N", "H", "H", "H", "H", "H", "H", "H", "H", "H", "H", "H", "C", "C", "C", "O", "C", "N", "H", "H", "H", "H", "H", "H", "H", "H", "H", "H", "H", "C", "C", "C", "O", "C", "N", "H", "H", "H", "H", "H", "H", "H", "H", "H", "H", "H", "C", "C", "O", "H", "H", "H", "H", "H", "H", "C", "C", "O", "H", "H", "H", "H", "H", "H", "C", "O", "N", "N", "H", "H", "H", "H"], "coordinates": [[-0.30, -0.75, -0.45], [2.73, 1.24, -2.22], [2.27, 1.72, -0.84], [2.62, 3.23, -0.58], [1.76, 4.10, -1.29], [2.12, 5.47, -1.25], [0.93, 1.35, -0.46], [3.81, 1.38, -2.26], [2.20, 1.78, -3.01], [2.68, 0.20, -2.54], [2.86, 1.21, -0.08], [3.63, 3.44, -0.93], [2.60, 3.36, 0.50], [1.18, 6.02, -1.29], [2.77, 5.61, -2.12], [2.79, 5.73, -0.44], [0.30, 1.85, -1.07], [0.77, 1.84, 0.41], [2.74, -2.35, 0.49], [1.55, -3.32, 0.44], [0.75, -3.42, 1.72], [1.64, -3.98, 2.72], [1.11, -4.36, 3.99], [0.72, -2.98, -0.70], [2.43, -1.35, 0.79], [3.15, -2.25, -0.51], [3.45, -2.76, 1.22], [2.04, -4.29, 0.31], [-0.09, -4.10, 1.55], [0.40, -2.44, 2.05], [2.00, -4.70, 4.53], [0.33, -5.11, 3.91], [0.66, -3.45, 4.40], [1.26, -3.23, -1.52], [-0.03, -3.65, -0.65], [-0.09, -0.45, 4.07], [-0.29, 0.72, 3.12], [1.06, 1.45, 2.68], [0.89, 2.67, 1.97], [0.46, 3.71, 2.83], [-0.85, 0.22, 1.85], [0.19, -0.09, 5.06], [0.75, -1.09, 3.77], [-0.92, -1.15, 4.03], [-1.05, 1.38, 3.54], [1.76, 0.83, 2.13], [1.72, 1.67, 3.52], [0.97, 3.71, 3.80], [-0.60, 3.55, 3.03], [0.47, 4.67, 2.33], [-1.86, 0.12, 1.82], [-0.80, 1.05, 1.28], [-0.44, -0.37, -5.16], [-1.27, -0.42, -3.90], [-0.53, 0.10, -2.87], [-0.96, -0.92, -5.94], [0.51, -0.88, -5.03], [-0.25, 0.61, -5.61], [-1.54, -1.46, -3.70], [-2.19, 0.18, -3.94], [-0.76, 1.02, -2.98], [-2.83, -3.82, -1.42], [-3.16, -2.35, -1.00], [-2.49, -1.86, 0.13], [-3.33, -4.16, -2.33], [-3.08, -4.41, -0.54], [-1.74, -3.83, -1.55], [-4.23, -2.45, -0.84], [-2.98, -1.68, -1.84], [-3.07, -1.31, 0.65], [-3.18, 1.61, -0.83], [-2.03, 1.26, -0.43], [-4.31, 1.16, -0.27], [-3.42, 2.40, -1.88], [-5.21, 1.42, -0.62], [-4.24, 0.58, 0.56], [-2.57, 2.86, -2.17], [-4.33, 2.72, -2.15]]}



no.,strongest force on any atom (eV/A)
1,0.43
2,0.15
3,0.58
4,2.63